ORCA calculation (ωB97M-V with the def2-TZVPD basis set) on one molecule with the formula CH4IOP.

Structure (SMILES): POCI
Energy above the lowest of the compared OMol25 structures with the same formula, charge and spin, kJ/mol: 128.7
HOMO level, eV: -9.223
HOMO-LUMO gap, eV: 9.42

Last column: Löwdin charge in e.
Positions of all 8 atoms, in Å:
P: -0.536 -0.394 -1.378  0.7348
O: 0.582 -0.479 -0.087  -0.6354
C: 0.650 0.641 0.818  -0.6245
I: -1.346 1.175 1.577  0.6848
H: 0.103 -1.618 -2.088  -0.0485
H: -1.707 -0.954 -0.763  -0.1347
H: 1.081 1.404 0.336  0.0051
H: 1.174 0.225 1.586  0.0184

ORCA calculation (ωB97M-V with the def2-TZVPD basis set) on a 14-piece molecular cluster, C38H104O34S10 overall.

HOMO level, eV: -9.763
HOMO-LUMO gap, eV: 9.81

Last column: Löwdin charge in e.
Positions of all 186 atoms, in Å:
C: 18.627 11.745 14.189  -0.0809
C: 19.301 12.662 13.216  -0.2840
O: 18.574 12.499 11.914  -0.1303
H: 19.030 10.738 14.161  0.0803
H: 17.547 11.857 14.140  0.0690
H: 18.812 12.076 15.246  0.0574
H: 20.409 12.489 13.015  0.1295
H: 19.258 13.693 13.557  0.0751
H: 19.051 13.132 11.307  0.0594
C: 19.806 15.934 9.393  -0.0794
C: 20.911 15.494 10.339  -0.3043
O: 20.454 14.531 11.276  -0.0808
H: 20.155 16.707 8.653  0.0917
H: 19.069 16.422 10.049  0.0660
H: 19.448 15.121 8.772  0.0736
H: 21.396 16.371 10.741  0.1052
H: 21.710 14.934 9.808  0.1220
H: 19.890 15.056 11.806  0.0379
C: 19.754 19.703 12.518  -0.0672
C: 18.903 19.854 13.782  -0.2895
O: 18.931 18.594 14.430  -0.0922
H: 20.155 20.669 12.237  0.0676
H: 19.209 19.297 11.688  0.0499
H: 20.598 19.046 12.777  0.0807
H: 17.897 20.195 13.475  0.1021
H: 19.373 20.529 14.498  0.1098
H: 18.479 18.656 15.271  0.0465
C: 11.570 9.753 14.768  -0.0934
C: 11.818 11.250 14.589  -0.3271
O: 13.157 11.510 14.149  -0.1083
H: 12.304 9.369 15.523  0.0791
H: 11.656 9.115 13.812  0.1013
H: 10.540 9.698 15.043  0.0523
H: 11.603 11.824 15.531  0.1145
H: 11.039 11.639 13.885  0.1159
H: 13.147 12.427 13.808  0.0379
O: 9.692 19.253 16.776  -0.2797
S: 10.803 20.095 17.092  0.6021
O: 11.013 21.305 16.355  -0.2735
O: 10.532 20.591 18.592  -0.2418
C: 10.318 19.561 19.536  -0.2908
C: 10.222 20.265 20.847  -0.0556
C: 12.351 19.106 17.092  -0.0673
H: 11.097 18.799 19.457  0.1091
H: 9.391 19.085 19.295  0.1093
H: 9.806 19.523 21.558  0.0915
H: 9.503 21.023 20.908  0.0673
H: 11.166 20.579 21.236  0.0760
H: 13.048 19.549 17.754  0.0705
H: 12.694 19.259 16.067  0.0568
H: 12.032 18.126 17.275  0.0322
O: 16.333 13.232 16.328  -0.2900
S: 16.123 12.291 17.403  0.5062
O: 17.198 11.387 17.587  -0.2618
O: 15.662 12.964 18.675  -0.2445
C: 16.669 13.408 19.660  -0.1867
C: 16.570 14.915 19.658  -0.0586
C: 14.698 11.333 17.068  -0.1077
H: 17.730 13.167 19.418  0.0924
H: 16.338 12.902 20.585  0.1355
H: 17.159 15.181 18.763  0.0804
H: 17.010 15.464 20.494  0.0850
H: 15.550 15.267 19.476  0.0737
H: 13.870 11.952 16.860  0.0486
H: 14.590 10.757 17.975  0.0753
H: 14.752 10.680 16.199  0.0794
O: 17.617 18.410 8.432  -0.2790
S: 16.457 19.014 8.935  0.5093
O: 16.474 19.393 10.331  -0.2956
O: 16.049 20.249 8.102  -0.2686
C: 17.004 20.732 7.027  -0.1634
C: 17.912 21.751 7.688  -0.0547
C: 15.119 17.819 8.639  -0.0867
H: 16.320 21.118 6.270  0.1280
H: 17.544 19.868 6.749  0.0848
H: 18.492 21.279 8.466  0.0792
H: 17.314 22.579 8.071  0.0808
H: 18.552 22.242 6.948  0.0865
H: 14.228 18.293 9.078  0.0562
H: 15.192 16.799 9.112  0.0876
H: 15.202 17.836 7.547  0.0635
O: 21.972 13.243 18.498  -0.2831
S: 20.615 12.762 18.544  0.5674
O: 19.934 12.441 19.759  -0.2788
O: 19.687 13.767 17.760  -0.2602
C: 20.245 14.470 16.610  -0.2197
C: 19.273 15.483 16.037  -0.0469
C: 20.596 11.299 17.507  -0.1112
H: 20.492 13.740 15.897  0.0782
H: 21.155 15.029 16.934  0.1359
H: 18.326 14.952 15.695  0.0841
H: 19.619 16.138 15.276  0.0687
H: 18.910 16.054 16.852  0.0479
H: 20.689 11.670 16.513  0.0270
H: 19.720 10.625 17.693  0.0815
H: 21.554 10.802 17.867  0.0934
O: 17.751 20.357 17.479  -0.2868
S: 18.571 19.576 18.338  0.5744
O: 19.206 18.429 17.741  -0.2711
O: 19.657 20.527 18.971  -0.2512
C: 19.966 21.784 18.370  -0.2509
C: 21.465 21.773 18.128  -0.0532
C: 17.606 19.012 19.747  -0.1184
H: 19.666 22.568 19.064  0.1236
H: 19.370 21.856 17.452  0.1078
H: 21.860 22.707 17.701  0.0895
H: 21.662 20.988 17.496  0.0443
H: 21.954 21.562 19.127  0.1059
H: 17.042 19.831 20.194  0.0631
H: 18.121 18.549 20.613  0.0793
H: 16.827 18.266 19.407  0.0669
O: 15.795 24.228 15.013  -0.2772
S: 15.337 23.017 14.350  0.5840
O: 13.999 22.850 13.901  -0.2834
O: 16.253 22.878 13.051  -0.2595
C: 16.035 21.957 12.029  -0.3035
C: 15.202 22.559 10.953  -0.0610
C: 15.762 21.595 15.310  -0.1277
H: 15.661 21.035 12.479  0.0893
H: 17.049 21.782 11.659  0.1220
H: 14.135 22.621 11.164  0.0806
H: 15.253 22.012 10.048  0.0430
H: 15.517 23.560 10.665  0.0911
H: 15.406 20.577 14.941  0.0742
H: 15.309 21.848 16.281  0.0799
H: 16.837 21.785 15.395  0.0564
O: 13.252 14.348 13.257  -0.2859
S: 13.475 14.437 11.828  0.5794
O: 14.555 15.265 11.350  -0.2744
O: 13.612 12.986 11.248  -0.2651
C: 14.940 12.396 11.404  -0.2665
C: 14.804 10.902 11.188  -0.0555
C: 11.984 14.848 11.027  -0.1122
H: 15.260 12.580 12.447  0.1115
H: 15.724 12.899 10.761  0.1366
H: 14.400 10.831 10.171  0.0825
H: 14.060 10.524 11.912  0.0712
H: 15.837 10.520 11.405  0.1041
H: 11.608 15.761 11.457  0.0296
H: 11.317 13.980 11.209  0.0931
H: 12.227 15.045 9.967  0.0949
O: 12.077 13.744 20.419  -0.2764
S: 11.672 15.097 20.171  0.5470
O: 11.859 15.727 18.917  -0.2851
O: 10.120 15.192 20.511  -0.2744
C: 9.090 14.409 19.782  -0.2171
C: 7.801 15.181 19.867  -0.0611
C: 12.359 16.131 21.456  -0.0911
H: 8.961 13.452 20.221  0.1076
H: 9.385 14.266 18.766  0.1133
H: 7.063 14.627 19.292  0.0875
H: 8.014 16.096 19.307  0.0805
H: 7.520 15.474 20.867  0.0806
H: 12.097 15.478 22.310  0.0842
H: 11.846 17.067 21.443  0.0487
H: 13.423 16.204 21.281  0.0674
O: 11.893 17.505 13.354  -0.2682
S: 12.074 18.421 12.274  0.5493
O: 12.279 17.825 10.987  -0.3040
O: 10.894 19.407 12.196  -0.2420
C: 10.265 19.917 13.436  -0.2234
C: 8.951 20.502 13.020  -0.0469
C: 13.525 19.531 12.350  -0.0924
H: 10.968 20.574 13.893  0.0975
H: 10.080 19.096 14.143  0.1076
H: 8.397 19.708 12.598  0.0730
H: 9.054 21.346 12.356  0.0809
H: 8.509 20.954 13.923  0.0982
H: 13.565 20.229 13.211  0.0680
H: 13.507 19.912 11.334  0.0601
H: 14.366 18.823 12.331  0.0669
O: 16.080 17.655 17.159  -0.2795
S: 15.483 17.301 15.912  0.5522
O: 14.820 18.371 15.214  -0.3020
O: 16.638 16.727 15.002  -0.2628
C: 16.320 15.871 13.814  -0.2040
C: 17.278 16.252 12.763  -0.0706
C: 14.344 15.966 16.124  -0.0941
H: 15.277 16.053 13.509  0.0950
H: 16.489 14.840 14.055  0.1080
H: 18.276 16.348 13.179  0.0655
H: 17.144 17.215 12.291  0.0773
H: 17.258 15.498 11.975  0.0821
H: 14.921 15.088 16.456  0.0579
H: 13.702 15.753 15.278  0.0537
H: 13.624 16.358 16.919  0.0777

ORCA calculation (ωB97M-V with the def2-TZVPD basis set) on one molecule with the formula C4H6N4O.

Structure (SMILES): [H]/N=c1/[nH]cc(N=O)n1C
Energy above the lowest of the compared OMol25 structures with the same formula, charge and spin, kJ/mol: 564.5
HOMO level, eV: -8.355
HOMO-LUMO gap, eV: 7.23

Last column: Löwdin charge in e.
Positions of all 15 atoms, in Å:
H: -0.263 -2.507 -1.155  0.0717
N: -0.565 -2.487 -0.067  0.0605
C: -0.615 -1.203 0.361  -0.4394
N: -0.227 -0.928 1.639  0.1035
C: -0.035 0.483 1.754  0.0133
C: -0.046 1.000 0.525  -0.3265
N: 0.167 2.369 0.577  0.0460
O: 0.489 2.964 -0.538  -0.0986
N: -0.218 -0.087 -0.341  -0.0780
C: 0.177 0.130 -1.736  -0.0461
H: 0.171 -1.577 2.394  0.1981
H: -0.033 1.171 2.624  0.1430
H: -0.525 -0.469 -2.556  0.1293
H: 1.220 -0.272 -1.950  0.0805
H: 0.305 1.414 -1.533  0.1427